Entry 1:
DFT (the ωB97M-V functional and the def2-TZVPD basis) results for 5 unconnected molecules or ions with the total composition C32H67N3O in a non-equilibrium geometry.

The geometry in XYZ format:
```
103
Properties=species:S:1:pos:R:3:forces:R:3
C 3.1539 -1.2378 2.1890 -0.311 -0.103 0.275
N 2.4232 -0.0904 1.6442 0.040 0.048 -0.075
C 3.2042 0.7959 0.7835 0.080 0.552 -0.180
C 1.1920 -0.4957 1.0320 0.327 -0.223 -0.066
O 1.1275 -0.9398 -0.0838 -0.117 0.325 0.021
C -0.0151 -0.3088 1.9111 -0.150 0.285 -0.290
C -1.3552 -0.4145 1.1875 -0.571 -0.307 0.780
C -1.5349 -1.6742 0.4686 0.128 0.084 -0.535
N -1.7368 -2.6278 -0.1365 -0.033 -0.041 0.112
C -2.5146 -0.2972 2.2445 0.266 -0.108 -0.089
C -3.3086 0.8979 2.0310 -0.042 0.357 0.000
N -3.8510 1.8952 1.8634 -0.074 -0.045 -0.023
H 2.7599 -1.5011 3.1711 -0.103 -0.068 0.045
H 3.0951 -2.1228 1.5513 0.145 -0.028 -0.152
H 4.1906 -0.9635 2.3394 0.137 0.046 -0.057
H 2.9509 0.7345 -0.2750 -0.048 -0.276 -0.041
H 3.0485 1.8323 1.0884 -0.096 0.069 0.017
H 4.2717 0.6249 0.8749 0.095 -0.268 0.092
H 0.0572 0.6885 2.3418 0.034 0.047 0.162
H 0.0157 -1.0178 2.7361 0.147 -0.056 0.114
H -1.4928 0.4032 0.4896 0.259 0.032 -0.317
H -2.0980 -0.2356 3.2466 0.079 -0.013 0.128
H -3.1501 -1.1764 2.2296 -0.144 -0.091 -0.087
C 5.6470 -1.4739 -1.9020 0.135 -0.001 0.000
C 6.7872 -0.4593 -1.8895 -0.098 -0.020 0.065
C 6.3177 0.9868 -2.0367 0.067 0.054 0.013
C 5.6003 1.3087 -3.3474 -0.080 -0.049 0.006
C 6.4056 1.0241 -4.6133 0.027 0.108 -0.006
C 7.6869 1.8465 -4.7155 -0.015 -0.097 -0.041
H 5.1039 -1.4634 -2.8477 -0.030 0.005 0.015
H 6.0313 -2.4840 -1.7536 -0.042 -0.017 -0.002
H 4.9364 -1.2654 -1.0988 -0.056 0.002 -0.038
H 7.5071 -0.7046 -2.6749 0.007 0.022 -0.007
H 7.3280 -0.5504 -0.9434 0.038 -0.001 -0.019
H 7.1791 1.6507 -1.9196 -0.013 0.013 -0.006
H 5.6412 1.2261 -1.2089 0.006 -0.010 0.014
H 5.3221 2.3678 -3.3342 0.002 0.004 -0.018
H 4.6587 0.7534 -3.3949 -0.001 0.007 0.017
H 5.7753 1.2438 -5.4789 -0.006 -0.034 -0.006
H 6.6469 -0.0405 -4.6755 -0.017 -0.011 0.010
H 7.4658 2.9156 -4.6869 0.009 0.009 0.030
H 8.2068 1.6380 -5.6514 0.015 0.026 0.004
H 8.3774 1.6221 -3.9011 0.002 0.017 0.008
C -2.3007 -4.4322 2.7734 -0.123 0.100 0.281
C -1.8839 -3.6768 4.0339 0.016 -0.050 -0.115
C -0.3698 -3.5086 4.1557 -0.005 0.057 0.108
C 0.4177 -4.8146 4.2606 0.001 -0.041 -0.046
C 0.0136 -5.7129 5.4279 0.079 0.031 0.055
C 0.2286 -5.0690 6.7946 -0.068 -0.071 -0.030
H -1.9019 -5.4468 2.7701 0.008 0.004 -0.072
H -3.3879 -4.5040 2.7091 0.005 -0.034 -0.017
H -1.9521 -3.9054 1.8883 0.050 -0.177 -0.077
H -2.2794 -4.1786 4.9208 0.020 0.021 0.025
H -2.3445 -2.6838 4.0228 -0.017 0.001 0.055
H -0.1485 -2.8778 5.0232 0.017 -0.008 -0.012
H -0.0032 -2.9620 3.2802 -0.001 -0.073 -0.028
H 1.4814 -4.5715 4.3515 0.005 -0.007 0.013
H 0.3177 -5.3759 3.3281 -0.005 0.019 -0.005
H 0.6018 -6.6322 5.3733 -0.024 -0.017 -0.008
H -1.0318 -6.0155 5.3257 -0.002 -0.003 -0.024
H 1.2745 -4.7867 6.9316 -0.001 0.032 -0.002
H -0.0376 -5.7613 7.5942 0.015 0.017 0.018
H -0.3829 -4.1741 6.9210 0.012 0.012 0.006
C -10.4088 0.0664 0.1382 0.028 0.030 -0.094
C -9.4613 -0.6200 -0.8414 -0.075 -0.032 0.059
C -8.4392 -1.5304 -0.1633 0.041 -0.024 -0.030
C -7.4862 -0.8207 0.8000 -0.034 0.025 0.013
C -6.6736 0.3173 0.1838 0.059 -0.104 0.008
C -5.7444 -0.1369 -0.9379 -0.029 0.114 0.027
H -9.8734 0.7242 0.8242 -0.004 -0.006 0.014
H -11.1416 0.6746 -0.3939 -0.015 0.001 0.025
H -10.9540 -0.6704 0.7319 0.013 0.003 0.031
H -8.9512 0.1346 -1.4460 0.022 -0.011 -0.006
H -10.0495 -1.2213 -1.5395 0.013 0.013 -0.024
H -7.8611 -2.0490 -0.9332 0.011 0.005 0.011
H -8.9718 -2.3121 0.3880 -0.016 0.003 -0.006
H -6.7969 -1.5649 1.2135 0.013 0.002 -0.002
H -8.0508 -0.4308 1.6518 -0.008 -0.010 -0.004
H -6.0735 0.7782 0.9694 -0.030 0.067 0.006
H -7.3408 1.1003 -0.1865 -0.017 -0.004 0.008
H -5.0448 -0.8978 -0.5816 -0.013 -0.041 -0.027
H -5.1598 0.7030 -1.3165 0.020 -0.016 -0.004
H -6.2971 -0.5568 -1.7796 0.018 -0.030 -0.001
C -0.4322 5.0646 -4.0954 0.007 0.063 0.085
C 0.7371 5.9149 -3.6070 -0.041 -0.022 -0.093
C 2.0999 5.3942 -4.0603 0.039 0.040 0.057
C 2.4540 3.9953 -3.5545 -0.062 -0.054 -0.054
C 2.4448 3.8319 -2.0363 0.146 -0.006 0.024
C 3.4694 4.7116 -1.3254 -0.090 -0.044 0.053
H -0.3859 4.0484 -3.7009 -0.001 -0.010 -0.015
H -1.3828 5.4956 -3.7787 -0.013 -0.018 -0.019
H -0.4394 5.0038 -5.1855 0.010 -0.033 -0.007
H 0.7050 5.9887 -2.5165 0.023 0.006 0.007
H 0.6144 6.9338 -3.9832 0.003 0.012 0.029
H 2.8720 6.1029 -3.7472 0.006 -0.011 0.001
H 2.1300 5.3838 -5.1543 -0.014 0.004 -0.004
H 3.4474 3.7322 -3.9314 0.005 -0.009 0.008
H 1.7666 3.2654 -3.9912 0.006 0.006 -0.011
H 2.6608 2.7851 -1.8023 -0.040 -0.011 -0.007
H 1.4471 4.0345 -1.6368 -0.015 -0.008 -0.027
H 4.4791 4.5001 -1.6847 0.006 0.026 -0.021
H 3.4541 4.5319 -0.2489 0.029 0.015 0.003
H 3.2691 5.7725 -1.4814 0.020 0.007 -0.012
```
Forces are in eV/Å.

Results
SMILES string = CN(C)C(=O)C[C@@H](C#N)CC#N.CCCCCC.CCCCCC.CCCCCC.CCCCCC
HOMO energy = -9.4 eV
Total charge = 0
Frontier orbital gap = 9.84 eV

Entry 2:
DFT (the ωB97M-V functional and the def2-TZVPD basis) results for 5 unconnected molecules or ions with the total composition C32H68BO5P.

The geometry in XYZ format:
```
107
Properties=species:S:1:pos:R:3:forces:R:3
C 3.4477 -1.4612 3.2896 -0.131 -0.023 -0.201
C 2.5386 -0.7633 2.2573 -0.044 -0.145 0.207
P 1.2551 0.2970 3.0558 0.161 -0.173 0.533
C 1.5208 1.9606 2.3370 0.052 0.251 -0.210
C 0.3607 2.9244 2.5771 0.287 0.010 0.029
C -0.2879 -0.3428 2.3369 -0.549 0.119 0.049
C -1.4455 -0.4194 3.0169 0.356 -0.051 -0.119
B -1.7361 0.0298 4.5048 -0.119 -0.047 0.122
O -2.5483 1.0864 4.7675 0.035 0.027 -0.105
O -1.1570 -0.6643 5.5362 0.395 0.282 -0.317
C -2.4439 -1.0521 2.1206 -0.066 -0.088 -0.093
O -3.5975 -1.2545 2.3061 -0.293 -0.041 0.059
O -1.8215 -1.4179 0.9400 0.129 0.095 -0.193
C -0.5262 -0.9552 0.9885 0.702 0.014 0.024
O 0.2514 -1.0700 0.0896 -0.422 -0.082 0.117
H 3.0812 -1.3235 4.3051 0.054 0.053 0.086
H 3.4671 -2.5344 3.1068 0.109 -0.036 -0.010
H 4.4674 -1.0890 3.2282 0.064 0.014 0.104
H 3.1199 -0.1708 1.5539 -0.015 0.050 -0.078
H 2.0053 -1.5052 1.6699 0.061 -0.017 -0.118
H 2.3914 2.3134 2.8958 0.076 -0.014 0.003
H 1.8168 1.9594 1.2867 -0.097 -0.171 -0.065
H -0.3982 2.8194 1.8043 -0.170 -0.047 0.082
H 0.7273 3.9503 2.5540 -0.086 0.060 -0.082
H -0.0739 2.7663 3.5650 -0.177 -0.012 -0.015
H -2.9621 1.4602 3.9820 0.022 0.047 0.070
H -0.5578 -0.0981 6.0374 -0.219 -0.160 0.333
C 0.0202 9.8749 0.3914 -0.062 -0.021 -0.026
C -1.0284 8.8111 0.7030 0.037 0.050 0.032
C -0.4449 7.5424 1.3221 -0.027 -0.034 -0.011
C 0.5535 6.7982 0.4344 0.083 0.074 0.021
C 0.0205 6.3769 -0.9320 0.017 -0.073 0.032
C -1.1478 5.4038 -0.8488 -0.003 -0.033 -0.118
H 0.7482 9.5232 -0.3410 0.010 -0.003 0.002
H -0.4442 10.7734 -0.0161 0.006 0.012 0.006
H 0.5639 10.1607 1.2942 0.025 -0.011 0.002
H -1.5799 8.5638 -0.2082 -0.009 -0.019 0.003
H -1.7628 9.2277 1.3967 -0.019 0.004 -0.011
H -1.2643 6.8710 1.5941 0.002 -0.011 -0.009
H 0.0531 7.8026 2.2615 -0.001 0.014 0.005
H 0.8934 5.9049 0.9691 0.004 -0.015 -0.012
H 1.4447 7.4149 0.2888 -0.003 0.012 0.030
H 0.8369 5.9030 -1.4832 -0.009 0.012 -0.036
H -0.2703 7.2530 -1.5175 0.013 0.035 0.026
H -0.8606 4.5072 -0.2941 -0.037 -0.008 0.024
H -1.4582 5.0894 -1.8463 -0.030 -0.032 0.017
H -2.0177 5.8430 -0.3587 0.010 0.014 0.026
C -1.3009 1.5129 -1.5807 -0.025 0.056 0.050
C -1.8181 0.1642 -2.0633 -0.004 0.110 -0.106
C -1.2054 -0.2879 -3.3859 0.011 -0.001 -0.054
C -1.4868 0.6278 -4.5781 0.032 0.025 0.008
C -2.9660 0.8615 -4.8787 -0.002 -0.044 -0.057
C -3.7195 -0.4139 -5.2429 -0.016 0.073 0.017
H -1.5451 2.3200 -2.2736 0.013 0.014 0.003
H -1.7412 1.7766 -0.6143 0.010 0.008 -0.004
H -0.2149 1.4900 -1.4570 0.009 0.010 -0.026
H -2.9085 0.2005 -2.1437 -0.001 -0.038 -0.001
H -1.5788 -0.5804 -1.3132 -0.129 -0.127 -0.050
H -1.5551 -1.3001 -3.6086 -0.001 0.003 -0.015
H -0.1207 -0.3685 -3.2614 0.003 -0.016 0.028
H -1.0103 0.1977 -5.4656 -0.008 -0.001 -0.010
H -1.0015 1.5951 -4.4174 0.008 -0.004 0.005
H -3.0410 1.5672 -5.7103 -0.018 0.018 0.010
H -3.4527 1.3448 -4.0271 0.016 0.007 0.017
H -3.2649 -0.8924 -6.1133 0.002 -0.033 0.006
H -4.7601 -0.1962 -5.4869 -0.007 -0.020 -0.009
H -3.7176 -1.1333 -4.4225 0.008 -0.012 -0.003
C -1.8009 -5.6267 -5.8901 0.071 -0.010 0.003
C -0.6255 -4.6749 -5.6877 -0.079 -0.020 0.019
C -0.8478 -3.2949 -6.3029 0.025 0.059 0.021
C -1.0378 -3.2848 -7.8202 -0.029 -0.021 0.004
C 0.1121 -3.9019 -8.6143 0.036 0.066 -0.026
C 1.4413 -3.1772 -8.4232 -0.022 -0.069 -0.013
H -1.9835 -5.8249 -6.9474 -0.007 0.005 -0.006
H -1.6155 -6.5860 -5.4055 -0.013 -0.005 0.007
H -2.7158 -5.2093 -5.4643 -0.016 0.012 -0.019
H 0.2846 -5.1255 -6.0933 0.014 0.013 -0.001
H -0.4502 -4.5499 -4.6162 0.023 -0.006 0.003
H -0.0064 -2.6489 -6.0356 -0.008 0.013 -0.004
H -1.7307 -2.8404 -5.8419 0.003 -0.005 0.023
H -1.1759 -2.2481 -8.1448 0.006 0.004 -0.009
H -1.9653 -3.8041 -8.0766 -0.004 -0.001 0.010
H -0.1523 -3.8865 -9.6747 0.002 -0.021 -0.006
H 0.2289 -4.9556 -8.3474 -0.018 -0.012 0.006
H 1.3567 -2.1280 -8.7140 -0.001 0.017 0.022
H 2.2247 -3.6301 -9.0321 0.008 0.013 -0.007
H 1.7740 -3.2111 -7.3848 0.000 0.008 0.008
C 0.7536 -3.6426 5.0343 -0.015 -0.030 -0.012
C 0.8493 -3.7487 6.5521 -0.015 0.060 -0.034
C 2.0830 -3.0558 7.1286 0.005 -0.003 0.024
C 3.4219 -3.6254 6.6556 -0.005 0.010 -0.014
C 3.6187 -5.1143 6.9346 0.045 0.001 0.062
C 3.5956 -5.4643 8.4196 -0.018 -0.032 -0.063
H 1.5957 -4.1290 4.5378 0.010 0.001 0.005
H -0.1598 -4.1116 4.6658 -0.010 0.010 -0.008
H 0.7345 -2.5935 4.7299 0.008 0.021 -0.027
H 0.8329 -4.8005 6.8507 0.016 0.001 0.018
H -0.0407 -3.2935 6.9931 -0.016 -0.011 -0.003
H 2.0352 -3.0936 8.2203 0.012 0.001 0.002
H 2.0463 -1.9931 6.8638 -0.013 0.002 -0.010
H 4.2283 -3.0648 7.1397 0.008 -0.006 0.004
H 3.5367 -3.4481 5.5831 -0.010 0.003 -0.006
H 4.5787 -5.4211 6.5115 -0.005 -0.016 -0.013
H 2.8572 -5.6975 6.4100 -0.008 0.008 -0.020
H 4.3703 -4.9162 8.9598 -0.010 0.020 0.015
H 3.7721 -6.5295 8.5728 0.010 -0.001 0.012
H 2.6345 -5.2237 8.8761 -0.003 0.007 0.007
```
Forces are in eV/Å.

Results
SMILES string = CCP(CC)C1=C(B(O)O)C(=O)OC1=O.CCCCCC.CCCCCC.CCCCCC.CCCCCC
HOMO energy = -9.1 eV
Total charge = 0
Frontier orbital gap = 8.00 eV

Q: Number 1 is which compound?
A: C32H67N3O

Q: Which of these has the highest HOMO energy?
A: C32H68BO5P

Q: Which of these has the highest frontier orbital gap?
A: C32H67N3O